# CH3NO3S

A single CH3NO3S molecule (ωB97M-V/def2-TZVPD, the OMol25 dataset).

XYZ file:
```
9
Properties=species:S:1:pos:R:3:mulliken_charge:R:1
C 0.1496 -2.4160 0.8947 0.21
N 0.1121 1.1619 -1.3814 -0.42
O 0.4600 -1.1756 0.5456 -0.30
O 0.5315 -3.4002 0.3421 -0.47
O 0.6186 -0.1070 -1.8285 -0.14
S 1.5578 -0.9019 -0.7625 0.21
H -0.5297 -2.4128 1.7573 0.33
H 0.8639 1.7081 -0.9568 0.27
H -0.5725 0.9738 -0.6463 0.29
```

Properties
molar mass = 109.11 g/mol
multiplicity = 3
gap between HOMO and LUMO (spin up / spin down) = 6.67 / 8.13 eV
HOMO level (spin up / spin down) = -6.1 / -10.8 eV
lowest unoccupied orbital energy (spin up / spin down) = 0.62 / -2.72 eV
ΔE to the lowest compared entry with this formula, charge and spin = 52.8 kcal/mol
<S²> = 2.005